Entry from OMol25: a structure of composition BrCa2Zn in a non-equilibrium geometry (ωB97M-V/def2-TZVPD).

Last column: natural (NBO) charge in e.
CARTESIAN COORDINATES (ANGSTROEM)
Ca (-0.7788, -2.6729, 0.1716)  1.9829
Ca (-0.3655, 2.6924, 1.3356)  1.9848
Zn (0.7017, -0.0926, -2.0438)  1.7141
Br (0.4426, 0.0731, 0.5367)  -0.6818

Atomic forces in eV per Å
-1.000 -2.460 1.135
-0.522 2.527 1.287
0.946 1.016 -0.255
0.576 -1.083 -2.166

Values from the calculation:
HOMO-LUMO gap in eV: 8.67
Total charge: +5
DFT total energy in Ha: -5705.93437
Relative energy (zero: lowest compared OMol25 entry of this formula, charge and spin) in eV: 1.270
Largest force on an atom in eV Å⁻¹: 2.888